[1]
DFT (wB97M-V/def2-TZVPD) results for a 4-piece molecular cluster, C24H54ClN3O3 overall in a non-equilibrium geometry.

Output
- LUMO level (eV) = -9.0
- Kohn-Sham gap (eV) = 4.034
- HOMO (eV) = -13.0320
- net charge = +2
- F_max (eV Å⁻¹) = 9.43

Last column: Mulliken charge in e.
Cartesian coordinates (Å):
C (4.617, -1.115, 5.515)  -0.750
O (3.225, -1.060, 5.948)  -0.362
C (2.286, -1.261, 4.834)  -0.415
C (1.040, -1.975, 5.323)  -0.575
N (0.097, -2.192, 4.094)  0.332
H (-0.053, -1.263, 3.727)  -0.250
H (0.600, -2.697, 3.378)  0.363
C (-1.335, -2.722, 4.379)  -0.665
C (-2.015, -3.080, 3.031)  -0.264
O (-3.387, -3.380, 3.081)  -0.418
C (-3.673, -4.716, 3.633)  -0.723
H (5.125, -0.848, 6.442)  0.285
H (4.904, -0.407, 4.737)  0.307
H (4.994, -2.116, 5.306)  0.315
H (2.708, -1.767, 3.966)  0.404
H (1.961, -0.243, 4.618)  0.260
H (0.518, -1.434, 6.113)  0.308
H (1.305, -2.994, 5.603)  0.399
H (-2.025, -2.125, 4.975)  0.357
H (-1.222, -3.651, 4.938)  0.525
H (-1.454, -3.730, 2.358)  0.349
H (-2.047, -2.135, 2.489)  0.181
H (-3.231, -4.884, 4.616)  0.336
H (-3.444, -5.544, 2.963)  0.278
H (-4.746, -4.624, 3.803)  0.300
C (-0.495, 2.855, -0.663)  -1.355
C (0.706, 3.290, -1.514)  1.536
C (0.871, 2.512, -2.791)  -0.052
C (-0.050, 2.845, -3.996)  -0.895
C (-0.046, 4.388, -4.364)  -1.220
C (-0.310, 5.301, -3.111)  1.136
N (0.564, 4.823, -1.918)  0.615
O (0.613, 5.704, -0.822)  -0.213
C (-1.811, 5.274, -2.728)  -1.440
C (0.124, 6.781, -3.438)  -1.644
C (1.941, 3.050, -0.606)  -1.519
H (-1.429, 2.728, -1.211)  0.441
H (-0.651, 3.660, 0.055)  0.581
H (-0.396, 1.923, -0.107)  0.035
H (0.684, 1.458, -2.585)  -0.821
H (1.867, 2.680, -3.202)  0.603
H (-1.052, 2.548, -3.688)  0.309
H (0.054, 2.141, -4.821)  0.579
H (-0.810, 4.552, -5.124)  0.508
H (0.906, 4.732, -4.768)  0.401
H (-2.102, 4.278, -2.396)  0.288
H (-2.441, 5.584, -3.563)  0.414
H (-1.988, 5.907, -1.859)  0.410
H (1.203, 6.864, -3.564)  0.454
H (-0.124, 7.481, -2.640)  0.423
H (-0.341, 7.152, -4.351)  0.402
H (1.766, 3.411, 0.408)  0.419
H (2.847, 3.520, -0.988)  0.458
H (2.152, 1.981, -0.568)  0.272
C (3.970, -1.620, -1.141)  -1.319
C (2.757, -1.359, -1.956)  -0.472
C (1.433, -1.607, -1.215)  -0.304
C (0.148, -1.504, -2.160)  -1.302
N (-1.196, -1.704, -1.408)  0.473
C (-1.187, -3.006, -0.559)  -0.821
C (-2.560, -3.614, -0.726)  -0.280
C (-3.293, -2.908, -1.826)  -0.769
C (-2.290, -1.944, -2.445)  -0.614
C (-1.654, -0.441, -0.592)  -0.893
H (3.883, -2.539, -0.560)  0.333
H (4.117, -0.831, -0.403)  0.338
H (4.768, -1.846, -1.847)  0.381
H (2.781, -2.007, -2.832)  0.470
H (2.690, -0.389, -2.451)  0.208
H (1.225, -0.813, -0.496)  0.237
H (1.347, -2.549, -0.673)  0.622
H (0.295, -2.257, -2.934)  0.500
H (0.048, -0.535, -2.648)  0.506
H (-0.771, -2.861, 0.438)  0.343
H (-0.517, -3.704, -1.061)  0.375
H (-3.111, -3.613, 0.214)  0.028
H (-2.526, -4.647, -1.071)  0.467
H (-4.067, -2.318, -1.335)  0.334
H (-3.717, -3.528, -2.615)  0.348
H (-2.723, -0.980, -2.713)  0.342
H (-1.858, -2.419, -3.326)  0.516
H (-1.350, 0.422, -1.185)  0.072
H (-0.969, -0.555, 0.248)  0.163
H (-2.658, -0.549, -0.182)  0.417
Cl (-0.015, 0.763, 2.514)  -0.699

Atomic forces in eV per Å
-0.3 0.1 1.7
-0.1 -1.2 -2.1
0.2 1.7 1.6
0.0 -1.5 -0.8
-1.4 1.0 2.4
0.0 1.4 -1.0
-0.1 -0.5 -0.1
0.6 -2.4 -0.7
-0.5 2.2 -0.6
0.9 -1.8 0.9
-0.9 1.4 0.1
0.2 0.3 -0.2
-0.4 0.0 -0.1
-0.5 -0.2 -0.4
0.3 0.0 0.0
0.1 0.0 -0.9
-0.1 -0.1 -0.2
-0.2 0.1 0.6
0.8 0.9 -0.2
0.3 0.0 0.2
0.3 -0.7 0.5
0.3 0.4 -0.2
0.3 0.1 -0.1
0.1 0.2 -0.2
0.0 -0.5 -0.1
-1.2 1.3 -0.1
1.2 -0.4 0.3
-0.1 0.2 -2.3
-1.0 1.0 1.1
0.4 -1.2 1.1
0.7 1.1 -1.6
-2.6 4.0 7.6
0.3 -5.7 -7.5
0.4 -0.6 1.4
0.2 -0.4 0.6
0.1 0.9 -0.2
0.0 0.3 -0.3
-0.2 -0.3 0.3
1.0 0.1 0.1
0.5 0.0 0.3
0.4 -0.4 0.5
-0.5 0.5 0.2
0.9 0.5 -0.2
0.0 0.3 0.2
0.1 -0.4 -0.2
-0.1 0.0 -0.4
0.4 0.0 -0.1
0.0 0.3 -0.2
0.0 -0.2 -0.1
-0.2 -0.2 0.1
-0.2 -0.4 0.0
0.0 -0.1 -0.1
-0.1 0.1 -0.1
-0.3 0.0 0.0
0.3 -0.3 0.4
-2.0 -0.8 -0.9
-2.1 1.3 -0.6
1.0 -0.1 1.3
-0.6 -0.3 -0.7
0.5 0.0 -1.4
-0.5 -1.4 0.8
-0.5 1.9 0.1
0.2 -0.3 -0.3
2.5 -2.2 0.3
-0.3 -0.1 0.0
0.6 0.1 -0.3
0.5 0.7 0.5
-0.1 -0.4 0.0
0.4 0.5 0.4
0.5 0.1 0.5
0.5 -0.1 -0.2
-0.7 -0.2 0.0
0.2 0.0 0.0
-0.4 0.4 -0.1
0.4 0.4 -0.1
-0.1 0.1 -0.1
0.6 -0.2 0.6
-0.4 -0.1 -0.5
-0.1 -0.1 0.4
0.1 -0.1 -0.1
0.3 0.2 0.1
-0.8 -0.1 0.1
-0.1 0.9 0.4
-0.1 0.1 -0.7
-0.1 -0.7 -0.2

[2]
DFT (wB97M-V/def2-TZVPD) results for C17H19N5PdS as an isolated structure.

Output
- LUMO level (spin up / spin down) (eV) = -5.8 / -9.0
- Kohn-Sham gap (spin up / spin down) (eV) = 8.191 / 6.147
- HOMO (spin up / spin down) (eV) = -13.9777 / -15.1714
- net charge = +2
- F_max (eV Å⁻¹) = 0.35
- multiplicity = 3

Last column: Mulliken spin population.
Cartesian coordinates (Å):
Pd (0.085, -0.059, -0.006)  1.043
C (-4.194, -1.571, 2.721)  0.005
N (-2.943, -2.337, 2.632)  0.058
C (-2.726, -3.535, 3.239)  0.026
C (-1.468, -3.921, 2.925)  0.065
N (-0.911, -2.950, 2.118)  0.039
C (-1.843, -1.966, 1.943)  -0.064
S (-1.847, -0.493, 1.085)  0.593
C (0.443, -3.058, 1.601)  -0.011
C (1.176, -4.185, 1.947)  0.013
C (2.466, -4.314, 1.469)  -0.006
C (2.984, -3.317, 0.664)  0.008
C (2.179, -2.237, 0.375)  0.002
N (0.922, -2.092, 0.829)  0.079
H (-4.879, -2.135, 3.345)  0.001
H (-4.616, -1.444, 1.728)  -0.001
H (-3.998, -0.601, 3.170)  -0.001
H (-3.470, -4.022, 3.844)  0.001
H (-0.957, -4.812, 3.227)  0.010
H (0.779, -4.963, 2.574)  0.001
H (3.051, -5.185, 1.730)  0.000
H (3.986, -3.370, 0.266)  0.000
H (2.549, -1.439, -0.250)  0.000
C (3.847, 1.481, -2.606)  0.002
C (2.742, 0.968, -1.807)  -0.006
N (1.859, 0.587, -1.185)  0.034
H (4.285, 0.673, -3.189)  0.000
H (4.602, 1.909, -1.949)  0.001
H (3.472, 2.251, -3.279)  0.000
C (-2.234, 5.574, -2.236)  0.000
C (-1.735, 4.263, -1.710)  -0.006
C (-1.917, 3.072, -2.407)  0.007
C (-1.443, 1.888, -1.880)  -0.015
N (-0.803, 1.824, -0.707)  0.110
C (-0.623, 2.965, -0.026)  -0.014
C (-1.068, 4.184, -0.488)  0.006
H (-2.722, 5.460, -3.201)  0.000
H (-1.409, 6.278, -2.344)  0.000
H (-2.946, 6.015, -1.537)  0.000
H (-2.428, 3.063, -3.360)  0.001
H (-1.579, 0.953, -2.410)  0.008
H (-0.106, 2.887, 0.923)  0.009
H (-0.895, 5.072, 0.105)  0.001

Atomic forces in eV per Å
-0.2 -0.2 0.2
0.1 0.0 0.0
-0.1 0.1 0.0
0.1 0.0 0.0
0.0 0.0 0.0
0.2 0.0 -0.1
0.0 -0.1 0.0
0.1 0.1 -0.1
-0.2 0.0 0.1
0.1 0.0 0.0
0.0 0.0 0.0
0.0 0.0 0.0
0.0 0.0 0.0
0.2 0.1 -0.1
0.0 0.0 0.0
0.0 0.0 0.0
0.0 0.0 0.0
0.0 0.0 0.0
0.0 0.0 0.0
0.0 0.0 0.0
0.0 0.0 0.0
0.0 0.0 0.0
0.0 0.0 0.0
-0.1 0.0 0.1
0.0 0.2 -0.1
0.1 -0.2 0.1
0.0 0.0 0.0
0.0 0.0 0.0
0.0 0.0 0.0
0.0 0.0 0.0
0.0 0.0 0.0
0.0 0.0 0.0
0.0 0.0 0.0
0.0 0.2 -0.1
0.0 0.0 0.0
0.0 0.0 0.0
0.0 0.0 0.0
0.0 0.0 0.0
0.0 0.0 0.0
0.0 0.0 0.0
0.0 0.0 0.0
0.0 0.0 0.0
0.0 0.0 0.0

[3]
DFT (wB97M-V/def2-TZVPD) results for C33H35N3O7RbSTe as an isolated structure.

Output
- LUMO level (eV) = 1.9
- Kohn-Sham gap (eV) = 6.617
- HOMO (eV) = -4.6741
- net charge = -1
- F_max (eV Å⁻¹) = 0.54

Last column: Mulliken charge in e.
Cartesian coordinates (Å):
Rb (0.312, -1.104, 0.122)  1.105
O (1.649, 2.834, 2.214)  -0.843
C (1.605, 1.717, 1.654)  -0.063
O (0.677, 0.875, 1.801)  -0.879
C (2.875, 1.326, 0.846)  0.270
C (3.523, -0.023, 1.256)  0.191
C (5.037, 0.094, 1.033)  -0.894
C (5.102, 0.082, -0.514)  -0.952
C (3.626, -0.144, -0.884)  0.100
O (3.157, -0.954, 0.218)  -0.553
C (2.828, 1.151, -0.714)  0.196
C (1.440, 1.101, -1.417)  -0.568
O (0.675, 2.058, -1.229)  -0.494
O (1.217, 0.074, -2.117)  -0.815
H (3.570, 2.131, 1.082)  0.325
H (3.213, -0.404, 2.227)  0.501
H (5.450, 0.997, 1.482)  0.415
H (5.551, -0.770, 1.458)  0.332
H (5.478, 1.017, -0.931)  0.351
H (5.729, -0.731, -0.883)  0.328
H (3.428, -0.644, -1.826)  0.668
H (3.343, 1.997, -1.175)  0.382
C (-5.275, -2.675, -1.887)  -1.018
N (-4.565, -1.694, -1.087)  0.126
C (-5.077, -0.460, -0.868)  -0.080
C (-4.408, 0.470, -0.165)  -0.887
C (-3.107, 0.105, 0.327)  0.953
N (-2.613, -1.104, 0.123)  -0.328
C (-3.284, -2.039, -0.593)  0.266
O (-2.853, -3.157, -0.839)  -0.706
N (-2.410, 0.978, 1.066)  -0.149
H (-6.341, -2.450, -1.863)  0.344
H (-5.093, -3.663, -1.476)  0.313
H (-4.924, -2.666, -2.920)  0.282
H (-6.057, -0.271, -1.287)  0.312
H (-4.829, 1.448, 0.008)  0.397
H (-2.661, 1.953, 1.024)  0.114
H (-1.432, 0.827, 1.307)  0.105
Te (-0.496, 4.484, 1.781)  0.442
C (-1.898, 5.983, 1.152)  -0.066
C (-2.163, 6.276, -0.184)  -0.053
C (-3.112, 7.227, -0.534)  -0.595
C (-3.835, 7.891, 0.448)  -0.370
C (-3.593, 7.600, 1.783)  -0.535
C (-2.628, 6.663, 2.128)  -0.377
C (1.062, 5.215, 0.557)  0.274
C (1.066, 4.955, -0.807)  -0.129
C (2.104, 5.428, -1.602)  -0.808
C (3.146, 6.146, -1.037)  -0.405
C (3.154, 6.387, 0.332)  -0.529
C (2.116, 5.922, 1.125)  -0.560
H (-1.624, 5.759, -0.968)  0.309
H (-3.291, 7.443, -1.581)  0.362
H (-4.577, 8.632, 0.174)  0.356
H (-4.146, 8.114, 2.561)  0.350
H (-2.429, 6.465, 3.175)  0.312
H (0.306, 4.322, -1.244)  0.469
H (2.104, 5.204, -2.662)  0.371
H (3.960, 6.505, -1.656)  0.372
H (3.973, 6.930, 0.786)  0.365
H (2.130, 6.093, 2.194)  0.390
C (-0.520, -10.394, 0.449)  -1.419
C (-0.350, -8.911, 0.256)  1.003
C (0.000, -8.087, 1.320)  -0.642
C (0.139, -6.717, 1.150)  -0.470
C (-0.069, -6.170, -0.102)  0.066
C (-0.440, -6.966, -1.176)  -0.709
C (-0.568, -8.333, -0.993)  -0.610
S (0.107, -4.401, -0.321)  0.739
C (1.818, -4.438, -0.901)  -0.643
O (0.200, -3.810, 1.044)  -0.700
H (-0.119, -10.714, 1.410)  0.348
H (-0.011, -10.955, -0.335)  0.352
H (-1.576, -10.673, 0.420)  0.292
H (0.163, -8.524, 2.299)  0.295
H (0.394, -6.057, 1.971)  0.463
H (-0.635, -6.519, -2.143)  0.421
H (-0.854, -8.961, -1.829)  0.353
H (2.428, -4.853, -0.100)  0.295
H (2.111, -3.407, -1.100)  0.087
H (1.896, -5.032, -1.810)  0.389

Atomic forces in eV per Å
-0.3 -0.4 0.0
0.1 0.1 -0.3
-0.2 -0.1 0.3
0.1 0.0 -0.2
0.0 0.1 0.0
0.0 0.2 0.1
0.0 -0.1 0.1
0.0 0.0 0.0
0.1 0.1 0.1
0.0 0.2 0.0
-0.1 0.1 0.0
0.0 -0.2 -0.1
0.0 0.1 0.1
0.1 0.1 -0.2
0.0 0.0 0.0
0.0 0.0 0.0
0.0 0.0 0.0
0.0 0.0 0.0
0.0 0.0 0.0
0.0 0.0 0.0
0.0 0.0 0.0
0.0 0.0 0.0
0.0 0.0 0.0
0.0 0.0 0.0
0.0 0.0 0.0
0.0 0.2 -0.1
-0.1 -0.3 0.2
0.1 0.1 0.1
-0.1 0.0 0.0
0.0 0.0 0.0
0.1 0.2 -0.2
0.0 0.0 0.0
0.0 0.0 0.0
0.0 0.0 0.0
0.0 0.0 0.0
0.0 0.0 0.0
0.0 0.0 0.0
0.1 0.0 0.1
0.1 -0.1 0.0
0.0 0.1 0.1
0.0 0.0 -0.1
0.0 0.0 0.0
0.0 0.0 0.0
0.0 0.0 0.0
0.0 0.0 0.0
-0.1 0.0 -0.1
0.0 0.0 -0.1
0.0 0.0 0.0
0.0 0.0 0.0
0.0 0.0 0.0
0.0 0.0 0.0
0.0 0.0 0.0
0.0 0.0 0.0
0.0 0.0 0.0
0.0 0.0 0.0
0.0 0.0 0.0
0.0 0.0 0.0
0.0 0.0 0.0
0.0 0.0 0.0
0.0 0.0 0.0
0.0 0.0 0.0
0.0 0.0 0.0
0.0 0.0 0.0
0.0 0.0 0.0
0.0 0.0 0.0
0.0 0.0 0.0
0.0 -0.1 0.0
0.0 0.0 0.0
0.1 -0.1 -0.1
0.0 0.0 0.0
0.0 -0.1 0.1
0.0 0.0 0.0
0.0 0.0 0.0
0.0 0.0 0.0
0.0 0.0 0.0
0.0 0.0 0.0
0.0 0.0 0.0
0.0 0.0 0.0
0.0 0.0 0.0
0.0 0.0 0.0
0.0 0.0 0.0

In the order shown, the computed electronic energy values come out to -48878.3896 -39688.6805 -72379.2514 eV.